# 1
Density functional theory data (ωB97M-V/def2-TZVPD) for C37H38F3IrNOPS2Sb as an isolated structure.

Last column: Mulliken charge in e.
Atoms and positions in Å:
Ir 0.773 0.926 -1.480  1.57
C 3.647 1.040 -0.223  -1.28
N 2.710 0.001 -0.682  0.00
C 2.392 -0.917 0.417  -1.26
C 3.275 -0.727 -1.837  -1.21
C 2.203 -1.399 -2.612  1.15
C 2.444 -2.534 -3.369  -0.87
C 1.439 -3.053 -4.175  -0.72
C 0.191 -2.440 -4.213  -0.85
C -0.054 -1.319 -3.435  -0.76
C 0.952 -0.782 -2.622  0.31
H 4.595 0.595 0.095  0.41
H 3.215 1.581 0.618  0.34
H 3.842 1.742 -1.026  0.36
H 3.305 -1.381 0.800  0.35
H 1.718 -1.698 0.065  0.33
H 1.918 -0.359 1.225  0.43
H 4.047 -1.436 -1.518  0.49
H 3.756 0.009 -2.485  0.46
H 3.420 -3.005 -3.342  0.49
H 1.629 -3.931 -4.778  0.43
H -0.589 -2.830 -4.854  0.52
H -1.031 -0.855 -3.481  0.44
F -2.384 -6.358 -1.797  -0.31
C -2.093 -5.289 -1.060  0.18
C -1.630 -5.474 0.231  -0.70
C -1.313 -4.360 0.992  -0.67
C -1.484 -3.089 0.447  0.25
C -1.921 -2.922 -0.866  -0.40
C -2.246 -4.033 -1.624  -0.70
Sb -1.070 -1.393 1.649  1.75
C -2.954 -0.501 1.969  0.19
C -4.011 -0.697 1.083  -0.51
C -5.225 -0.067 1.312  -0.57
C -5.349 0.759 2.415  0.24
F -6.510 1.380 2.621  -0.34
C -4.307 0.980 3.301  -0.59
C -3.097 0.349 3.066  -0.66
C -0.658 -2.237 3.552  -0.11
C -1.734 -2.630 4.346  -0.07
C -1.489 -3.255 5.559  -0.69
C -0.177 -3.452 5.957  0.18
F 0.055 -4.042 7.125  -0.30
C 0.901 -3.057 5.184  -0.57
C 0.655 -2.440 3.969  -0.52
H -1.520 -6.475 0.624  0.49
H -0.958 -4.489 2.006  0.46
H -2.009 -1.933 -1.301  0.44
H -2.610 -3.942 -2.638  0.51
H -3.902 -1.353 0.229  0.44
H -6.072 -0.212 0.655  0.52
H -4.452 1.633 4.150  0.47
H -2.270 0.517 3.746  0.52
H -2.755 -2.470 4.025  0.50
H -2.297 -3.590 6.194  0.47
H 1.907 -3.236 5.538  0.49
H 1.490 -2.125 3.355  0.28
C -3.948 2.677 -0.536  -1.00
O -2.780 2.363 0.258  -0.22
C -1.779 1.766 -0.302  0.86
S -0.389 1.498 0.664  -0.60
S -1.727 1.265 -1.909  -0.28
H -4.622 3.204 0.129  0.27
H -4.407 1.761 -0.904  0.43
H -3.665 3.310 -1.376  0.42
C 2.308 2.956 -3.814  -1.59
P 1.451 2.988 -2.228  1.32
C 0.028 4.058 -2.563  -1.45
C 2.456 3.944 -1.083  0.44
C 3.794 4.236 -1.347  -0.09
C 4.533 4.976 -0.436  -0.84
C 3.948 5.412 0.745  -0.55
C 2.618 5.113 1.017  -0.88
C 1.878 4.369 0.115  -0.64
H 3.229 2.376 -3.763  0.37
H 2.530 3.978 -4.124  0.52
H 1.650 2.488 -4.546  0.42
H 0.386 5.021 -2.928  0.51
H -0.558 4.215 -1.658  0.32
H -0.602 3.592 -3.320  0.43
H 4.258 3.917 -2.272  0.41
H 5.563 5.221 -0.653  0.44
H 4.531 5.983 1.456  0.43
H 2.159 5.462 1.932  0.46
H 0.847 4.124 0.342  0.26

Forces on the atoms, in the same order (eV/Å):
Ir -0.794 -1.899 1.069
C 0.229 -0.142 0.294
N -0.915 1.341 -0.836
C -0.074 -0.094 0.102
C 0.457 -0.089 -0.145
C -0.056 -0.337 -0.143
C 0.012 -0.145 0.123
C -0.032 0.064 0.033
C -0.094 -0.072 0.186
C 0.043 -0.044 -0.123
C -0.043 1.535 -0.795
H -0.031 -0.073 -0.005
H -0.037 0.023 -0.036
H 0.031 -0.095 -0.008
H 0.032 0.027 -0.051
H 0.018 -0.003 -0.041
H 0.031 0.015 -0.006
H 0.019 0.087 0.141
H 0.068 0.043 0.094
H -0.014 -0.028 -0.026
H 0.020 0.018 -0.023
H 0.014 -0.040 0.004
H 0.025 0.047 -0.080
F -0.028 0.014 0.020
C 0.072 0.045 0.020
C 0.016 -0.042 0.047
C -0.056 -0.001 -0.066
C 0.209 0.364 0.001
C -0.001 -0.096 0.053
C -0.023 0.051 -0.075
Sb -0.687 -0.495 0.319
C 0.272 -0.002 -0.112
C 0.029 -0.005 0.079
C -0.055 -0.020 -0.070
C 0.069 0.017 -0.037
F 0.011 -0.026 0.012
C 0.024 0.026 0.053
C -0.056 -0.017 -0.065
C 0.108 0.285 -0.297
C 0.092 -0.038 0.026
C -0.082 -0.020 0.029
C -0.003 0.033 -0.064
F -0.006 0.002 -0.023
C 0.083 -0.007 -0.005
C -0.094 -0.058 0.065
H -0.015 -0.008 -0.013
H 0.016 -0.016 -0.005
H -0.021 -0.008 -0.023
H 0.018 -0.021 -0.010
H -0.050 -0.023 0.012
H -0.012 -0.011 0.016
H -0.016 0.004 -0.004
H -0.026 0.017 0.032
H -0.008 0.005 0.022
H 0.006 0.011 0.016
H -0.005 0.004 0.018
H 0.020 -0.011 0.016
C -0.193 0.028 -0.134
O -0.016 -0.092 0.017
C -0.306 0.080 0.006
S 0.746 0.853 0.081
S 1.393 -0.025 -0.100
H 0.025 -0.025 0.047
H 0.030 -0.041 0.057
H 0.071 0.015 0.035
C 0.054 -0.273 0.085
P -0.584 -0.606 0.178
C -0.051 -0.089 -0.025
C 0.074 -0.190 0.105
C -0.091 0.207 -0.068
C 0.039 -0.014 -0.014
C -0.031 -0.049 -0.004
C 0.020 -0.016 0.026
C 0.011 0.061 -0.048
H 0.015 0.015 -0.020
H 0.029 0.001 0.006
H -0.004 -0.006 0.007
H 0.044 -0.003 0.025
H 0.005 0.012 0.002
H -0.018 0.036 0.006
H 0.020 0.002 0.005
H 0.007 -0.018 0.005
H -0.014 0.035 -0.013
H 0.009 -0.015 0.012
H 0.004 0.022 0.007

Summary:
- largest force on an atom (eV/A) = 2.3
- DFT total energy (eV) = -90996.6374
- HOMO level (spin up / spin down) (eV) = -13.18 / -13.21
- expectation value of S² = 0.757
- Kohn-Sham gap (spin up / spin down) (eV) = 6.31 / 5.22
- total charge = +2
- multiplicity = 2

---

# 2
Density functional theory data (ωB97M-V/def2-TZVPD) for C37H38F6N2O3PtSbSiTe as an isolated structure.

Last column: Mulliken charge in e.
Atoms and positions in Å:
Pt -0.681 -0.076 -0.015  1.34
O -2.940 3.293 -1.735  -0.83
C -2.278 2.325 -1.354  0.12
O -2.496 1.098 -1.472  -0.47
C -0.954 2.733 -0.612  0.49
C -0.744 4.078 -0.345  -0.58
C 0.370 4.485 0.362  -0.50
C 1.291 3.533 0.769  -1.03
C 1.056 2.215 0.451  0.42
N -0.039 1.822 -0.224  0.68
H -1.505 4.759 -0.695  0.59
H 0.517 5.529 0.608  0.40
H 2.167 3.786 1.349  0.53
H 1.720 1.437 0.783  -0.26
C -0.054 -7.132 5.883  -1.63
C -0.132 -5.900 5.024  0.77
C -1.352 -5.300 4.744  -0.85
C -1.448 -4.153 3.963  1.09
C -2.812 -3.583 3.693  -1.30
C -0.265 -3.600 3.451  -0.30
Te -0.206 -1.765 2.388  2.31
N -1.528 -0.839 3.558  -0.71
C -1.725 0.383 3.110  -0.04
O -1.317 0.873 2.013  -0.43
C -2.538 1.278 3.992  0.26
C -3.382 2.218 3.411  -0.34
C -4.137 3.058 4.215  -0.75
C -4.028 2.979 5.597  -0.40
C -3.167 2.056 6.176  -0.62
C -2.428 1.197 5.376  -0.40
C -1.522 -2.218 0.771  -1.58
C -2.633 -1.400 0.498  0.41
C -3.496 -1.708 -0.562  -0.99
C -3.292 -2.856 -1.284  -0.78
C -2.223 -3.702 -0.982  -0.49
C -1.314 -3.398 0.009  1.16
C -0.192 -4.344 0.315  -1.74
C 0.979 -4.194 3.698  1.40
C 2.297 -3.708 3.149  -1.87
C 1.017 -5.339 4.490  -0.89
H -1.044 -7.454 6.205  0.35
H 0.547 -6.946 6.775  0.34
H 0.411 -7.961 5.346  0.34
H -2.262 -5.736 5.142  0.29
H -3.577 -4.307 3.971  0.44
H -2.950 -3.336 2.639  0.11
H -2.967 -2.659 4.248  0.24
H -3.425 2.295 2.332  0.49
H -4.800 3.785 3.763  0.41
H -4.606 3.645 6.226  0.36
H -3.067 2.007 7.252  0.39
H -1.752 0.469 5.803  0.45
H -2.885 -0.568 1.138  0.61
H -4.302 -1.029 -0.798  0.40
H -3.960 -3.108 -2.098  0.35
H -2.082 -4.611 -1.555  0.40
H -0.045 -5.042 -0.509  0.47
H -0.401 -4.919 1.220  0.44
H 0.754 -3.821 0.476  0.09
H 2.243 -2.828 2.512  -0.45
H 2.757 -4.503 2.558  0.54
H 2.975 -3.446 3.962  0.52
H 1.980 -5.798 4.687  0.46
C 1.108 0.659 -2.848  -1.37
Si 0.532 -0.811 -1.808  0.59
C -0.285 -1.968 -3.054  -1.28
C 2.057 -1.731 -1.125  0.23
C 2.928 -1.124 -0.217  0.08
C 3.989 -1.809 0.356  -0.59
C 4.227 -3.131 0.005  -0.56
C 3.399 -3.753 -0.919  -0.57
C 2.327 -3.059 -1.468  -0.51
H 1.773 0.329 -3.650  0.43
H 1.640 1.406 -2.257  0.32
H 0.236 1.145 -3.292  0.32
H 0.434 -2.158 -3.857  0.49
H -1.156 -1.472 -3.487  0.22
H -0.605 -2.927 -2.656  0.33
H 2.763 -0.099 0.082  0.13
H 4.609 -1.322 1.098  0.43
H 5.047 -3.674 0.459  0.39
H 3.580 -4.784 -1.202  0.38
H 1.692 -3.565 -2.187  0.33
F 2.330 0.462 2.650  -0.50
Sb 2.852 0.367 4.487  2.42
F 4.118 -0.966 4.008  -0.57
F 1.543 -1.021 4.678  -0.68
F 3.349 0.227 6.303  -0.56
F 1.513 1.633 4.901  -0.57
F 4.141 1.720 4.217  -0.57

Forces on the atoms, in the same order (eV/Å):
Pt -0.641 -0.584 0.268
O -0.101 0.036 -0.030
C 0.223 -0.108 0.010
O 0.029 0.182 0.070
C 0.053 -0.141 -0.126
C -0.001 0.039 -0.025
C 0.013 0.018 -0.009
C 0.023 -0.029 -0.029
C -0.073 -0.019 -0.033
N -0.072 0.415 0.171
H 0.003 0.006 0.010
H -0.011 0.005 -0.018
H 0.012 -0.009 -0.004
H 0.028 -0.017 0.059
C 0.002 -0.049 0.036
C 0.025 0.016 -0.008
C -0.021 0.017 -0.036
C 0.043 -0.060 -0.062
C -0.069 0.012 -0.020
C -0.074 0.073 0.119
Te 0.047 0.341 0.479
N 0.235 -0.080 -0.158
C 0.172 -0.012 -0.026
O -0.267 0.122 -0.127
C 0.018 0.010 -0.004
C 0.048 0.058 0.000
C -0.001 0.015 -0.002
C 0.002 -0.001 0.021
C 0.002 -0.017 0.008
C -0.058 -0.050 -0.023
C 0.217 0.059 -0.131
C 0.257 0.090 -0.024
C -0.039 -0.086 -0.130
C -0.138 0.119 0.005
C 0.138 -0.084 0.138
C -0.084 -0.106 -0.078
C 0.078 -0.041 0.011
C -0.045 -0.020 0.034
C 0.051 0.020 -0.019
C -0.023 0.005 -0.030
H -0.003 0.011 -0.003
H -0.001 0.009 -0.002
H 0.007 0.016 -0.014
H -0.002 0.002 0.001
H -0.013 0.015 0.012
H 0.018 -0.026 0.008
H 0.014 -0.017 0.012
H -0.004 -0.026 0.006
H -0.003 -0.002 -0.005
H -0.002 0.005 -0.006
H -0.003 0.000 0.003
H 0.007 0.014 0.010
H -0.079 -0.039 0.130
H 0.004 0.031 -0.001
H 0.004 -0.003 -0.003
H -0.010 -0.010 0.007
H 0.024 0.025 -0.005
H -0.043 -0.023 -0.028
H -0.004 0.021 -0.012
H -0.037 -0.020 0.014
H 0.027 0.003 0.012
H -0.004 -0.012 0.010
H 0.002 -0.008 0.010
C 0.065 -0.131 0.097
Si 0.171 0.036 -0.346
C 0.053 0.117 -0.004
C -0.088 -0.049 -0.131
C -0.062 -0.004 0.118
C 0.020 -0.016 0.023
C -0.031 -0.025 -0.012
C 0.024 -0.008 0.026
C 0.021 0.042 -0.156
H -0.028 -0.033 -0.018
H 0.031 -0.010 -0.004
H -0.015 0.011 0.012
H -0.015 0.030 -0.024
H -0.016 0.005 0.018
H 0.036 0.006 0.013
H -0.013 0.036 0.037
H 0.005 0.039 -0.001
H 0.010 -0.001 -0.008
H -0.004 0.007 -0.007
H -0.021 -0.017 0.042
F 0.114 0.007 0.064
Sb -0.167 -0.106 -0.082
F -0.047 0.065 0.027
F 0.088 -0.001 0.027
F -0.080 -0.067 -0.091
F 0.119 -0.034 -0.001
F -0.070 -0.012 -0.061

Summary:
- largest force on an atom (eV/A) = 0.9
- DFT total energy (eV) = -89376.6079
- HOMO level (eV) = -5.33
- Kohn-Sham gap (eV) = 7.29
- total charge = -1

---

# 3
Density functional theory data (ωB97M-V/def2-TZVPD) for C37H38HgN4O4Sb as an isolated structure.

Last column: Mulliken charge in e.
Atoms and positions in Å:
Hg 12.301 14.841 13.479  2.57
O 10.875 16.128 14.947  -0.78
C 10.012 15.537 15.638  0.44
C 8.655 16.036 15.717  -0.63
C 7.692 15.407 16.449  -0.49
C 7.983 14.228 17.165  -0.53
C 9.242 13.696 17.156  -0.33
C 10.252 14.265 16.377  1.08
C 11.601 13.699 16.452  -1.22
N 12.506 13.796 15.579  0.12
N 13.663 13.128 15.768  -0.52
C 14.553 13.267 14.796  0.21
O 14.450 13.684 13.594  -1.10
C 15.923 12.705 15.143  0.58
C 16.111 11.827 16.210  -0.38
C 17.322 11.172 16.397  -0.61
C 18.327 11.323 15.449  -0.45
C 18.136 12.205 14.407  -0.56
C 16.977 12.909 14.239  -0.45
H 8.512 16.976 15.228  0.43
H 6.703 15.867 16.528  0.32
H 7.130 13.716 17.677  0.23
H 9.479 12.733 17.666  0.22
H 11.756 12.941 17.275  0.19
H 15.291 11.652 16.848  0.49
H 17.492 10.512 17.294  0.28
H 19.195 10.709 15.501  0.41
H 18.867 12.280 13.629  0.37
H 16.815 13.476 13.331  0.43
C 8.938 13.062 13.533  -0.09
O 10.068 13.454 12.775  0.04
C 10.218 12.865 11.528  -0.03
C 9.566 11.734 11.046  -0.31
C 9.866 11.277 9.762  -0.73
C 10.810 11.942 9.008  -0.63
C 11.457 13.103 9.436  -0.42
C 11.208 13.535 10.715  0.13
N 11.921 14.553 11.319  -0.57
N 12.840 14.985 10.392  0.10
C 13.537 16.101 10.561  -0.36
C 13.435 17.065 11.642  0.43
O 12.766 16.852 12.730  -0.78
C 14.147 18.264 11.486  -0.37
C 15.003 18.604 10.452  -1.14
C 15.146 17.676 9.375  1.02
C 16.003 17.916 8.261  -0.94
C 16.104 17.002 7.216  -0.39
C 15.338 15.802 7.253  -0.90
C 14.479 15.589 8.319  -0.05
C 14.384 16.455 9.406  0.20
H 9.130 12.084 13.980  0.09
H 8.762 13.743 14.354  -0.47
H 8.012 13.057 12.911  0.39
H 8.933 11.167 11.685  0.59
H 9.411 10.321 9.513  0.31
H 11.081 11.536 8.065  0.37
H 12.169 13.606 8.863  0.52
H 14.047 18.958 12.309  0.40
H 15.413 19.624 10.360  0.23
H 16.593 18.787 8.233  0.43
H 16.814 17.171 6.415  0.34
H 15.449 15.097 6.458  0.40
H 13.825 14.740 8.323  0.32
C 14.270 11.332 11.333  -0.79
C 13.408 10.127 11.743  -0.95
Sb 12.121 10.734 13.390  -0.16
C 10.724 9.164 13.213  -0.63
C 11.191 7.711 13.100  -1.30
C 13.381 9.774 14.865  -1.02
C 12.744 9.878 16.253  -1.06
H 14.786 11.093 10.400  0.46
H 15.054 11.551 12.081  0.17
H 13.695 12.244 11.196  0.09
H 13.981 9.244 12.007  0.65
H 12.724 9.863 10.895  0.41
H 10.204 9.506 12.305  0.18
H 9.987 9.368 13.984  0.53
H 12.117 7.552 12.530  0.29
H 10.511 7.079 12.544  0.38
H 11.437 7.216 14.054  0.33
H 14.392 10.153 14.905  0.57
H 13.417 8.710 14.553  0.64
H 13.022 10.854 16.622  0.07
H 13.110 9.102 16.931  0.35
H 11.670 9.721 16.312  0.34

Forces on the atoms, in the same order (eV/Å):
Hg -0.148 -0.337 0.493
O 0.313 0.153 -0.076
C -0.790 -1.562 0.615
C 1.090 -0.250 0.355
C -0.006 -0.045 0.353
C -2.200 -0.358 0.529
C 0.862 -0.805 -0.330
C 0.803 1.703 -0.150
C -1.554 -1.555 1.065
N 0.180 0.924 -1.763
N 1.079 0.102 0.330
C 0.519 -0.474 -0.715
O -0.476 0.168 1.398
C -0.086 -0.283 -0.529
C 0.728 0.456 -0.423
C 0.251 -0.595 0.751
C -0.632 0.082 0.571
C 0.589 -0.254 -0.403
C -1.175 -0.173 0.285
H -0.334 0.436 -0.351
H 0.134 -0.276 -0.078
H 0.958 0.433 -0.291
H -0.286 0.841 -0.225
H 0.075 0.788 -0.565
H -0.787 -0.102 0.762
H -0.350 0.625 -1.119
H 0.730 -0.214 0.082
H 0.568 0.044 -0.266
H -0.110 0.233 0.208
C -0.525 -0.374 -0.447
O -0.710 -0.295 -0.578
C 0.384 0.468 -0.293
C 0.810 1.351 0.454
C -0.013 -0.474 0.545
C -0.168 0.167 -0.089
C -1.517 -1.914 0.164
C -0.258 0.371 2.381
N 0.561 0.166 -1.758
N -0.271 0.206 1.030
C -0.193 0.639 -0.410
C 0.036 -1.190 0.051
O 0.390 0.830 -0.472
C 0.873 1.177 0.010
C -0.743 -0.264 -0.307
C 0.065 -0.211 -0.297
C -0.985 -1.761 -0.311
C -0.265 -0.237 0.903
C 0.142 1.347 0.731
C 0.433 -0.175 -0.961
C 0.346 0.841 0.837
H -0.222 -0.282 -0.075
H 0.327 0.345 -0.044
H 0.618 -0.209 0.226
H -0.647 -0.205 0.366
H 0.195 0.189 -0.545
H 0.147 -0.282 -0.892
H 0.799 0.438 -0.807
H -0.160 0.117 0.132
H 0.020 -0.680 0.222
H 0.620 1.111 0.071
H -0.044 0.059 -0.087
H -0.158 -0.409 -0.360
H 0.030 -0.434 0.060
C 0.692 -0.571 0.222
C -1.130 0.677 -0.644
Sb 1.366 0.707 0.097
C -0.365 -0.387 -0.582
C 0.674 -0.337 0.065
C -0.971 -1.204 0.062
C 0.500 -0.482 0.053
H 0.058 0.178 -0.127
H -0.407 -0.039 -0.201
H -0.079 0.012 -0.034
H 0.184 -0.113 0.086
H 0.463 0.120 0.605
H 0.174 -0.446 -0.022
H -0.127 -0.469 0.390
H 0.048 0.693 -0.019
H -0.664 -0.205 0.144
H -0.445 0.339 -0.060
H 0.191 0.225 -0.236
H 0.171 0.419 0.042
H -0.288 0.335 0.493
H 0.436 0.072 0.131
H -0.346 0.347 -0.425

Summary:
- largest force on an atom (eV/A) = 2.4
- DFT total energy (eV) = -63845.9464
- HOMO level (spin up / spin down) (eV) = -0.25 / -1.56
- expectation value of S² = 0.805
- Kohn-Sham gap (spin up / spin down) (eV) = 4.72 / 6.03
- total charge = -2
- multiplicity = 2